(1)
A gas-phase ion, C4H6N3S (charge +1) at a distorted geometry. Source: OMol25; level of theory: ωB97M-V with the def2-TZVPD basis set.

## Properties
Total charge: +1
Energy above the lowest of the compared OMol25 structures with the same formula, charge and spin (kcal/mol): 73.4
Max |F| (Eh/bohr): 0.0763
HOMO-LUMO gap (eV): 8.33
Multiplicity: 1

Last columns: bonded neighbours and bond lengths (Å).
Atoms and positions in Å:
1 C -0.6001 -1.7351 0.1062  C2 1.369, N6 1.353, H9 1.045
2 C -1.8813 -1.2963 -0.0939  C1 1.369, S8 1.748, H10 1.087
3 C -0.2183 0.5305 -0.1430  N5 1.340, N6 1.397, S8 1.767
4 C 0.4502 2.8282 0.3698  N5 1.325, H11 1.100, H12 1.098
5 N 0.5117 1.6509 -0.2357  C3 1.340, C4 1.325
6 N 0.3036 -0.7648 -0.1618  C1 1.353, C3 1.397, N7 1.411
7 N 1.6639 -1.0404 -0.4143  N6 1.411, H13 1.010, H14 0.977
8 S -1.9807 0.4479 -0.0486  C2 1.748, C3 1.767
9 H -0.1676 -2.6786 -0.0176  C1 1.045
10 H -2.8194 -1.8447 -0.1183  C2 1.087
11 H 0.8942 3.7656 0.0043  C4 1.100
12 H -0.2332 2.8808 1.2274  C4 1.098
13 H 1.7767 -1.9881 -0.7450  N7 1.010
14 H 2.3003 -0.7559 0.2705  N7 0.977

(2)
A single C4H6N4 molecule at a distorted geometry. Source: OMol25; level of theory: ωB97M-V with the def2-TZVPD basis set.

## Properties
Total charge: 0
Energy above the lowest of the compared OMol25 structures with the same formula, charge and spin (kcal/mol): 141.9
Max |F| (Eh/bohr): 0.1551
HOMO-LUMO gap (eV): 8.55
Multiplicity: 1

Last columns: bonded neighbours and bond lengths (Å).
Atoms and positions in Å:
1 C -0.8014 2.4001 -1.7157  H5 1.027, H6 1.150, N11 1.287
2 C 0.4466 -0.2394 -0.8409  C3 1.382, H7 1.142, N12 1.236
3 C -0.7570 -0.6937 -0.3348  C2 1.382, H8 1.187, N13 1.274
4 C 1.0036 -1.8615 2.4895  H9 1.169, H10 1.018, N14 1.402
5 H -1.6106 2.9160 -2.0822  C1 1.027
6 H -0.2395 2.9249 -0.8601  C1 1.150
7 H 1.3978 -0.6646 -0.3723  C2 1.142
8 H -1.8422 -0.2819 -0.5854  C3 1.187
9 H 0.5018 -1.3473 3.4114  C4 1.169
10 H 1.9673 -1.9714 2.7983  C4 1.018
11 N -0.5655 1.2163 -2.1632  C1 1.287, N12 1.357
12 N 0.5734 0.6861 -1.6501  C2 1.236, N11 1.357
13 N -0.6834 -1.3483 0.7558  C3 1.274, N14 1.406
14 N 0.6091 -1.7354 1.1496  C4 1.402, N13 1.406

(3)
A single C4H6N4 molecule at a distorted geometry. Source: OMol25; level of theory: ωB97M-V with the def2-TZVPD basis set.

## Properties
Total charge: 0
Energy above the lowest of the compared OMol25 structures with the same formula, charge and spin (kcal/mol): 81.3
Max |F| (Eh/bohr): 0.1278
HOMO-LUMO gap (eV): 8.57
Multiplicity: 1

Last columns: bonded neighbours and bond lengths (Å).
Atoms and positions in Å:
1 C 1.3878 1.2142 -0.0138  C2 1.415, C3 1.369, H9 1.151
2 C 2.2740 0.1164 0.0884  C1 1.415, N5 1.315, H10 1.114
3 C 0.1309 0.6865 -0.1361  C1 1.369, N6 1.471, N7 1.399
4 C -1.8261 -0.4655 -0.1301  N7 1.498, N8 1.448, H11 1.044, H12 1.146
5 N 1.6668 -1.0483 0.0162  C2 1.315, N6 1.332
6 N 0.3749 -0.7643 -0.1427  C3 1.471, N5 1.332, N8 1.362
7 N -1.2149 0.8580 -0.4760  C3 1.399, C4 1.498, H13 1.043
8 N -0.7839 -1.4562 0.0416  C4 1.448, N6 1.362, H14 1.009
9 H 1.8239 2.2679 0.1392  C1 1.151
10 H 3.3861 0.1168 0.0316  C2 1.114
11 H -2.5187 -0.4591 0.6506  C4 1.044
12 H -2.3629 -0.9495 -1.0201  C4 1.146
13 H -1.6990 1.6688 -0.0328  N7 1.043
14 H -0.6390 -1.7857 0.9839  N8 1.009

(4)
A single C4H6N4 molecule at a distorted geometry. Source: OMol25; level of theory: ωB97M-V with the def2-TZVPD basis set.

## Properties
Total charge: 0
Energy above the lowest of the compared OMol25 structures with the same formula, charge and spin (kcal/mol): 56.6
Max |F| (Eh/bohr): 0.0878
HOMO-LUMO gap (eV): 9.58
Multiplicity: 1

Last columns: bonded neighbours and bond lengths (Å).
Atoms and positions in Å:
1 C -0.1887 -1.5630 -1.6194  H6 1.174, N11 1.272, N12 1.363
2 C 0.2048 0.2054 -0.0544  C4 1.481, N12 1.396, N13 1.315
3 C -0.5386 1.0792 1.7590  H8 1.177, N13 1.415, N14 1.248
4 C 1.1268 1.3129 0.2883  C2 1.481, H9 1.169, H10 1.155, N14 1.444
5 H -1.1269 -3.0216 -1.3586  N11 1.005
6 H 0.0968 -1.7911 -2.7354  C1 1.174
7 H 1.2782 -0.1486 -1.9298  N12 1.091
8 H -1.4604 1.1698 2.4853  C3 1.177
9 H 1.1388 2.2103 -0.4612  C4 1.169
10 H 2.1858 0.8525 0.3284  C4 1.155
11 N -0.9846 -2.1737 -0.8379  C1 1.272, H5 1.005
12 N 0.4187 -0.3854 -1.3013  C1 1.363, C2 1.396, H7 1.091
13 N -0.6991 -0.0143 0.8752  C2 1.315, C3 1.415
14 N 0.4452 1.7907 1.4684  C3 1.248, C4 1.444